No. 1
{
  "formula": "C8H13LuNO5S",
  "method": "ωB97M-V with the def2-TZVPD basis set",
  "homo_ev": -19.596,
  "molar_mass_g_mol": 410.228,
  "total_charge": 3,
  "orbital_gap_ev": 4.65,
  "largest_force_ev_per_a": 2.84,
  "symbols": ["C", "O", "C", "C", "C", "C", "O", "O", "O", "C", "O", "C", "N", "C", "S", "H", "H", "H", "H", "H", "H", "H", "H", "H", "H", "H", "H", "H", "Lu"],
  "coordinates": [[-3.07, -2.08, -0.09], [-1.68, -1.71, -0.33], [-1.38, -0.43, -0.46], [0.04, -0.12, 0.07], [0.94, -1.34, -0.19], [1.06, -2.44, 0.88], [1.78, -3.34, 0.64], [0.24, -2.32, 1.94], [-0.03, 0.36, 1.39], [0.51, 1.65, 1.46], [0.15, 2.48, 2.19], [1.54, 1.71, 0.30], [2.11, 2.98, -0.03], [0.61, 1.11, -0.71], [-0.80, 2.38, -0.98], [-3.71, -1.63, -0.85], [-3.12, -3.15, -0.17], [-3.35, -1.78, 0.91], [-2.14, 0.22, -0.02], [-1.31, -0.18, -1.67], [1.96, -1.01, -0.38], [0.60, -1.83, -1.10], [0.71, -2.02, 2.73], [2.25, 0.94, 0.63], [2.60, 2.93, -0.91], [2.83, 3.23, 0.64], [1.09, 0.80, -1.69], [-0.14, 3.55, -1.24], [-0.31, 1.04, -2.94]],
  "nbo_charge": [-0.269, -0.430, 0.116, 0.246, -0.581, 0.798, -0.425, -0.701, -0.474, 0.753, -0.365, -0.183, -0.821, -0.333, 0.025, 0.205, 0.261, 0.236, 0.259, -0.161, 0.255, 0.252, 0.534, 0.273, 0.376, 0.441, 0.072, 0.288, 2.351]
}

No. 2
{
  "formula": "CHF2NS",
  "method": "ωB97M-V with the def2-TZVPD basis set",
  "homo_ev": -10.955,
  "molar_mass_g_mol": 97.089,
  "total_charge": 0,
  "orbital_gap_ev": 11.18,
  "de_lowest_kj_mol": 157.64,
  "largest_force_ev_per_a": 2.87,
  "symbols": ["C", "N", "F", "F", "S", "H"],
  "coordinates": [[2.12, -0.32, 0.65], [-1.26, 0.49, 0.33], [-0.36, 0.82, -0.85], [-1.36, -0.89, 0.50], [2.99, -0.77, -0.49], [-2.14, 0.67, -0.13]],
  "nbo_charge": [-0.176, 0.192, -0.291, -0.221, 0.172, 0.324]
}

No. 3
{
  "formula": "C3H6IO3V",
  "method": "ωB97M-V with the def2-TZVPD basis set",
  "multiplicity": 5,
  "s_squared": 6.0050,
  "homo_ev": [-7.111, -8.036],
  "molar_mass_g_mol": 267.926,
  "total_charge": 0,
  "orbital_gap_ev": [6.66, 7.66],
  "largest_force_ev_per_a": 3.27,
  "symbols": ["V", "I", "C", "O", "C", "O", "O", "C", "H", "H", "H", "H", "H", "H"],
  "coordinates": [[-0.54, 1.82, -2.66], [2.17, 0.79, -3.10], [-2.32, -1.10, 0.60], [-0.97, -0.94, 1.01], [-0.12, -0.21, 0.26], [-0.44, 0.41, -0.78], [0.95, -0.23, 0.94], [2.10, 0.58, 0.58], [-2.79, -0.12, 0.60], [-2.83, -1.70, 1.35], [-2.43, -1.69, -0.31], [1.85, 1.63, 0.43], [2.55, 0.19, -0.33], [2.82, 0.56, 1.40]],
  "nbo_charge": [0.778, -0.789, -0.262, -0.488, 1.034, -0.763, -0.456, -0.275, 0.189, 0.202, 0.196, 0.198, 0.234, 0.202]
}

No. 4
{
  "formula": "C9H13OP",
  "method": "ωB97M-V with the def2-TZVPD basis set",
  "homo_ev": -9.141,
  "molar_mass_g_mol": 168.176,
  "total_charge": 0,
  "orbital_gap_ev": 9.90,
  "de_lowest_kj_mol": 384.05,
  "largest_force_ev_per_a": 8.62,
  "symbols": ["C", "C", "C", "C", "C", "C", "C", "C", "C", "O", "P", "H", "H", "H", "H", "H", "H", "H", "H", "H", "H", "H", "H", "H"],
  "coordinates": [[1.39, -0.42, 0.87], [-0.77, -0.36, -1.51], [1.79, 1.01, 0.34], [1.22, -1.21, -0.16], [0.72, -0.30, -1.35], [1.17, 1.04, -1.01], [0.61, 1.83, 0.16], [-0.57, 1.27, 0.84], [-1.61, -1.49, 1.01], [-3.08, 0.44, -0.10], [-1.64, 0.12, 0.10], [1.67, -0.84, 1.85], [-0.29, 0.47, 1.23], [-1.12, 0.41, -2.10], [-1.17, -1.28, -1.71], [2.80, 1.25, 0.61], [1.06, -2.24, -0.25], [1.24, -0.56, -2.32], [1.79, 1.70, -1.66], [0.57, 2.89, -0.02], [-0.78, 1.75, 1.83], [-1.99, -2.17, 0.36], [-0.75, -2.03, 1.19], [-2.25, -1.28, 1.78]],
  "nbo_charge": [-0.236, -0.706, -0.238, -0.159, -0.270, -0.234, -0.218, -0.822, -0.985, -1.091, 1.927, 0.225, 0.239, 0.237, 0.225, 0.229, 0.204, 0.222, 0.236, 0.239, 0.268, 0.239, 0.231, 0.238]
}

No. 5
{
  "formula": "C37H40IrOP2",
  "method": "ωB97M-V with the def2-TZVPD basis set",
  "multiplicity": 6,
  "s_squared": 8.7741,
  "homo_ev": [-12.450, -13.482],
  "molar_mass_g_mol": 754.891,
  "total_charge": 2,
  "orbital_gap_ev": [7.46, 4.55],
  "de_lowest_kj_mol": 0.00,
  "largest_force_ev_per_a": 3.12,
  "symbols": ["Ir", "C", "C", "C", "C", "C", "C", "C", "C", "C", "H", "H", "H", "H", "H", "H", "H", "H", "H", "H", "H", "H", "H", "H", "H", "P", "P", "C", "C", "C", "C", "C", "C", "C", "C", "C", "C", "C", "C", "C", "C", "C", "C", "C", "C", "C", "C", "C", "C", "C", "C", "C", "C", "H", "H", "H", "H", "H", "H", "H", "H", "H", "H", "H", "H", "H", "H", "H", "H", "H", "H", "H", "H", "H", "H", "C", "C", "O", "H", "H", "H"],
  "coordinates": [[0.02, 0.13, 4.12], [-1.73, -0.17, 5.45], [-2.08, -0.35, 4.08], [-2.79, 0.63, 3.19], [-1.90, 1.70, 2.53], [-0.63, 1.99, 3.30], [-0.58, 2.31, 4.68], [-1.74, 2.37, 5.62], [-2.12, 1.02, 6.26], [1.28, -1.16, 3.39], [-1.57, -1.09, 6.02], [-2.23, -1.41, 3.82], [-3.65, 1.09, 3.70], [-3.22, 0.03, 2.37], [-1.59, 1.36, 1.54], [-2.47, 2.63, 2.38], [0.18, 2.45, 2.71], [0.33, 2.81, 5.02], [-2.60, 2.85, 5.15], [-1.43, 3.05, 6.43], [-1.63, 0.98, 7.24], [-3.19, 1.00, 6.49], [1.22, -2.10, 3.95], [2.29, -0.72, 3.52], [1.11, -1.36, 2.32], [-0.15, -1.72, -2.59], [1.50, 0.58, -2.82], [-1.03, -0.24, -3.14], [-0.21, 0.81, -3.38], [-0.68, -2.97, -3.86], [-1.76, -2.77, -4.73], [-2.14, -3.76, -5.64], [-1.40, -4.94, -5.74], [-0.29, -5.14, -4.91], [0.07, -4.16, -3.97], [-1.05, -2.14, -1.08], [-0.66, -1.42, 0.07], [-1.31, -1.65, 1.26], [-2.33, -2.62, 1.34], [-2.72, -3.32, 0.20], [-2.11, -3.07, -1.03], [2.34, 1.04, -4.44], [2.19, 0.18, -5.55], [2.73, 0.50, -6.80], [3.47, 1.68, -6.96], [3.65, 2.52, -5.86], [3.08, 2.21, -4.62], [1.82, 2.07, -1.82], [3.06, 2.14, -1.16], [3.37, 3.25, -0.37], [2.42, 4.27, -0.21], [1.19, 4.19, -0.86], [0.87, 3.09, -1.66], [-2.12, -0.24, -3.21], [-0.47, 1.73, -3.90], [-2.32, -1.83, -4.70], [-3.02, -3.62, -6.26], [-1.68, -5.71, -6.47], [0.29, -6.05, -4.99], [0.92, -4.32, -3.30], [0.15, -0.69, 0.01], [-0.98, -1.09, 2.15], [-2.81, -2.82, 2.30], [-3.51, -4.07, 0.26], [-2.43, -3.58, -1.93], [1.63, -0.76, -5.43], [2.58, -0.15, -7.65], [3.91, 1.93, -7.93], [4.24, 3.44, -5.97], [3.21, 2.91, -3.78], [3.77, 1.32, -1.27], [4.34, 3.31, 0.12], [2.66, 5.12, 0.42], [0.45, 5.00, -0.74], [-0.10, 3.03, -2.15], [1.18, -0.60, 6.83], [1.29, 0.32, 5.65], [2.10, 1.23, 5.59], [2.07, -1.24, 6.90], [0.28, -1.22, 6.76], [1.12, 0.02, 7.74]],
  "mulliken_charge": [0.705, -0.780, 0.127, -0.962, -0.829, -0.316, -0.749, -0.701, -1.346, -1.031, 0.895, 0.378, 0.459, 0.401, 0.181, 0.480, 0.739, 0.676, 0.334, 0.418, 0.370, 0.404, 0.352, 0.465, 0.129, 0.480, 0.480, -0.505, -0.804, 0.542, -0.132, -0.669, -0.468, -0.639, -0.372, 0.587, -0.461, 1.230, -1.048, -1.008, -0.578, 0.480, -0.258, -0.699, -0.489, -0.643, -0.382, 0.481, -0.284, -0.792, -0.465, -0.787, -0.186, 0.730, 0.786, 0.295, 0.415, 0.397, 0.397, 0.408, 0.392, -0.658, 0.316, 0.386, 0.426, 0.295, 0.408, 0.393, 0.387, 0.282, 0.446, 0.462, 0.444, 0.433, 0.392, -1.009, 0.698, -0.317, 0.364, 0.255, 0.366]
}

No. 6
{
  "formula": "C4H2NO6S",
  "method": "ωB97M-V with the def2-TZVPD basis set",
  "homo_ev": -5.812,
  "molar_mass_g_mol": 192.128,
  "total_charge": -1,
  "orbital_gap_ev": 8.33,
  "de_lowest_kj_mol": 28.42,
  "largest_force_ev_per_a": 3.24,
  "symbols": ["C", "C", "C", "C", "N", "O", "O", "O", "O", "O", "O", "S", "H", "H"],
  "coordinates": [[0.09, 0.66, 1.05], [-0.72, 0.14, 0.13], [1.37, 0.00, 1.15], [-0.02, -1.04, -0.52], [1.27, -0.96, 0.11], [-1.75, 2.31, -0.57], [2.41, 0.33, 1.69], [-0.35, -1.89, -1.27], [-3.40, 0.66, -0.07], [-2.01, 0.48, -2.09], [2.31, -1.83, -0.17], [-2.20, 0.97, -0.77], [-0.06, 1.33, 1.83], [3.05, -1.15, -0.50]],
  "nbo_charge": [-0.299, -0.296, 0.626, 0.647, -0.245, -1.018, -0.583, -0.492, -0.990, -0.987, -0.520, 2.462, 0.228, 0.469]
}